No. 1
The following is a quantum chemistry calculation of a single H4OP2S molecule at a distorted geometry, from the Open Molecules 2025 dataset.

Element x y z (Å)
P 2.34 -0.05 -0.44
O 0.87 0.42 -0.15
S -0.64 -0.56 0.57
P -1.91 0.89 -0.12
H 2.65 -0.39 0.88
H 2.34 -1.30 -1.21
H -3.07 0.03 -0.55
H -2.60 0.96 1.01

Calculated values
Charge: 0
E_LUMO in eV: -0.85
Structure (SMILES): POSP
E in a.u.: -1158.4394
Energy above the lowest of the compared OMol25 structures with the same formula, charge and spin in kJ/mol: 248.3
Orbital gap in eV: 8.0

No. 2
The following is a quantum chemistry calculation of 2 unconnected molecules or ions with the total composition C4H10O at a distorted geometry, from the Open Molecules 2025 dataset.

Element x y z (Å)
C -4.64 0.53 1.30
C -3.56 0.57 0.51
H -5.51 1.15 1.16
H -4.73 -0.39 1.89
H -3.54 0.81 -0.55
H -2.67 -0.04 0.67
C 3.01 -1.06 -1.09
C 2.50 -0.14 -0.01
O 3.10 1.14 0.00
H 3.89 -1.68 -0.94
H 2.16 -1.71 -1.34
H 3.19 -0.44 -1.98
H 2.75 -0.55 0.96
H 1.42 -0.01 -0.12
H 2.63 1.83 -0.47

Calculated values
Charge: 0
E_LUMO in eV: 0.77
Structure (SMILES): C=C.CCO
E in a.u.: -233.5575
Energy above the lowest of the compared OMol25 structures with the same formula, charge and spin in kJ/mol: 229.7
Orbital gap in eV: 10.6

No. 3
The following is a quantum chemistry calculation of a molecular structure, C34H46ClN5O8OsSb2 at a distorted geometry, from the Open Molecules 2025 dataset.

Element x y z (Å)
Os -1.20 -0.25 0.03
C 3.74 1.40 4.46
Sb 2.65 0.23 2.98
C 0.76 0.30 4.05
C 2.20 2.00 1.61
C 3.39 2.55 1.02
C 3.90 3.76 1.50
C 5.00 4.36 0.93
C 5.65 3.74 -0.14
C 5.18 2.54 -0.62
C 4.07 1.90 -0.06
C 3.65 0.61 -0.55
Sb 1.73 0.66 -1.77
C 2.21 -1.07 -2.98
C 2.47 2.17 -3.20
H 3.18 2.28 4.75
H 4.71 1.68 4.06
H 3.92 0.79 5.34
H 0.65 1.26 4.55
H 0.73 -0.49 4.79
H -0.05 0.15 3.34
H 1.70 2.70 2.28
H 1.51 1.53 0.92
H 3.39 4.26 2.31
H 5.35 5.31 1.29
H 6.52 4.19 -0.57
H 5.70 2.06 -1.44
H 3.38 -0.11 0.22
H 4.37 0.18 -1.25
H 3.28 -1.27 -2.93
H 1.94 -0.88 -4.02
H 1.66 -1.93 -2.61
H 3.45 1.87 -3.54
H 2.56 3.13 -2.70
H 1.81 2.27 -4.05
C -3.99 -0.66 1.83
N -3.89 0.70 2.34
C -5.14 1.25 2.86
C -5.06 2.76 2.98
C -3.76 3.13 3.67
N -2.65 2.57 2.93
C -1.42 3.33 2.93
C -2.74 1.38 2.30
O -1.70 0.91 1.73
H -4.61 -1.24 2.51
H -3.00 -1.14 1.79
H -4.44 -0.68 0.84
H -5.34 0.80 3.84
H -5.95 0.96 2.19
H -5.91 3.13 3.55
H -5.08 3.21 1.98
H -3.75 2.77 4.70
H -3.63 4.22 3.71
H -1.58 4.31 2.49
H -0.67 2.79 2.37
H -1.08 3.47 3.96
Cl 4.04 -6.66 2.02
C 3.05 -5.31 1.69
C 1.86 -5.12 2.40
C 1.07 -4.02 2.14
C 1.48 -3.07 1.21
C 2.66 -3.27 0.49
C 3.43 -4.39 0.72
C 0.67 -1.87 0.97
O -0.59 -1.92 1.09
O 1.21 -0.78 0.64
H 1.56 -5.85 3.14
H 0.14 -3.87 2.67
H 2.94 -2.56 -0.28
H 4.33 -4.56 0.15
C -1.36 3.58 -2.96
N -2.26 2.46 -3.16
C -2.39 1.45 -2.30
N -3.36 0.55 -2.52
O -1.62 1.39 -1.30
H -1.94 4.51 -2.90
H -0.65 3.66 -3.79
H -0.82 3.44 -2.03
H -2.86 2.50 -3.98
H -3.91 0.55 -3.36
H -3.43 -0.26 -1.90
O -2.75 -1.83 -1.16
C -1.76 -2.05 -1.90
O -0.69 -1.37 -1.71
C -1.87 -3.02 -3.00
C -1.20 -2.83 -4.21
C -1.39 -3.72 -5.25
C -2.23 -4.81 -5.06
C -2.91 -5.01 -3.86
C -2.74 -4.10 -2.84
N -2.38 -5.78 -6.14
O -1.86 -5.50 -7.19
O -3.00 -6.78 -5.90
H -0.55 -1.97 -4.32
H -0.90 -3.61 -6.20
H -3.55 -5.87 -3.76
H -3.26 -4.21 -1.90

Calculated values
Charge: +2
E_LUMO (alpha / beta) in eV: -4.98 / -8.12
Multiplicity: 5
E in a.u.: -3229.6552
Expectation value of S²: 6.03
Energy above the lowest of the compared OMol25 structures with the same formula, charge and spin in kJ/mol: 153.1
Orbital gap (alpha / beta) in eV: 8.0 / 4.8